1.
{
  "formula": "C3H11N2",
  "method": "the ωB97M-V functional and the def2-TZVPD basis",
  "relative_energy_kcal_mol": 57.87,
  "total_energy_ha": -230.0902,
  "gap_ev": 11.477,
  "total_charge": 1,
  "e_homo_ev": -14.62,
  "elements": ["C", "N", "H", "H", "H", "H", "C", "N", "C", "H", "H", "H", "H", "H", "H", "H"],
  "coordinates": [[2.561852, 0.121338, 0.968442], [1.476804, 0.685359, 1.304324], [3.577959, 0.542316, 0.926597], [2.581272, -0.920639, 0.575841], [-0.138445, 0.281728, 0.618622], [1.651832, 1.716485, 1.105032], [-2.082192, 0.035999, 0.277519], [-0.702190, 0.279271, -0.235127], [-0.318896, -0.744119, -1.306698], [-1.866678, -0.071562, 1.305119], [-2.405658, -0.892115, -0.274238], [-2.812550, 0.871443, 0.174192], [-0.809290, 1.192037, -0.708703], [0.003467, -1.792102, -0.745722], [-1.162015, -0.971171, -2.013492], [0.444726, -0.334266, -1.971701]],
  "forces_ev_per_angstrom": [[0.762, -1.552, -0.737], [0.627, 1.767, -1.791], [-0.575, 0.607, -0.119], [-0.275, 0.235, 1.137], [1.699, 0.428, -0.292], [-0.328, -1.021, 1.752], [-0.918, -1.013, -0.968], [-2.265, 0.327, -2.951], [0.427, -2.273, 0.990], [-0.845, -0.785, 1.322], [-0.296, 1.017, 1.275], [0.860, -0.545, -0.372], [1.099, -0.334, 0.545], [-0.723, 2.947, -1.581], [0.391, 0.379, 1.167], [0.359, -0.184, 0.623]],
  "nbo_charge": [0.034, -0.690, 0.184, 0.166, 0.483, 0.369, -0.425, -0.545, -0.448, 0.223, 0.232, 0.247, 0.433, 0.253, 0.245, 0.241]
}

2.
{
  "formula": "C8H14N2O",
  "method": "the ωB97M-V functional and the def2-TZVPD basis",
  "relative_energy_kcal_mol": 51.48,
  "total_energy_ha": -497.2043,
  "gap_ev": 10.834,
  "total_charge": 2,
  "e_homo_ev": -17.99,
  "elements": ["C", "C", "C", "C", "C", "C", "C", "C", "N", "N", "O", "H", "H", "H", "H", "H", "H", "H", "H", "H", "H", "H", "H", "H", "H"],
  "coordinates": [[-1.319139, 1.377756, -0.642479], [-0.578183, 2.070966, 0.139952], [0.615668, -0.521095, 0.655436], [0.066383, -0.740494, -1.170013], [-1.114040, -1.993536, 1.916048], [0.068694, -1.154781, 1.712948], [-1.018446, 0.145417, -1.431555], [1.619003, 0.534950, 0.358783], [0.761263, 1.921922, 0.464429], [0.427692, -1.719400, -1.915676], [1.992056, 0.574901, -0.963758], [-2.367510, 1.618126, -0.778385], [-0.935306, 3.024700, 0.451235], [-1.325804, -2.761108, 1.144620], [-1.876290, -1.159062, 1.910858], [0.679029, -0.715663, 2.492748], [-1.781018, -0.653867, -1.073319], [-1.237710, 0.155880, -2.519719], [2.451611, 0.655226, 1.093536], [1.229036, 2.578285, -0.254644], [0.860946, 2.358051, 1.386097], [-0.026229, -1.724751, -2.924043], [-1.020303, -2.635999, 2.736072], [1.095098, -2.428153, -1.628326], [2.733499, 1.191730, -1.160845]],
  "forces_ev_per_angstrom": [[-1.401, -2.244, -2.100], [-1.611, 1.301, 0.238], [-1.309, -2.262, -4.754], [1.603, -0.815, 4.826], [-0.591, 0.698, -2.024], [2.805, 2.028, -1.910], [-1.949, -1.721, -0.683], [-0.484, 1.568, 1.103], [3.798, 1.413, -0.424], [-1.548, 0.871, -2.463], [0.638, -0.364, -0.013], [0.179, 0.679, 0.061], [-0.518, 0.436, 0.707], [0.128, 0.995, -0.349], [-0.082, -1.540, 0.626], [-0.430, -0.549, 1.362], [0.335, 1.116, -0.360], [-0.087, 0.722, 0.448], [-0.620, -0.041, -0.506], [-0.226, -0.925, 1.624], [0.474, -0.105, 0.023], [1.528, -0.534, 2.428], [-0.236, -0.090, 1.975], [-0.078, 0.037, -0.185], [-0.317, -0.674, 0.348]],
  "nbo_charge": [-0.132, -0.064, -0.074, 0.492, -0.673, -0.059, -0.583, 0.237, -0.571, -0.670, -0.692, 0.275, 0.256, 0.256, 0.268, 0.247, 0.322, 0.282, 0.251, 0.456, 0.455, 0.448, 0.279, 0.462, 0.533]
}

3.
{
  "formula": "C2H3F2N",
  "method": "the ωB97M-V functional and the def2-TZVPD basis",
  "relative_energy_kcal_mol": 115.98,
  "total_energy_ha": -332.2730,
  "gap_ev": [8.879, 9.635],
  "total_charge": 0,
  "e_homo_ev": [-9.34, -10.18],
  "elements": ["C", "C", "N", "F", "F", "H", "H", "H"],
  "coordinates": [[-0.536742, 0.084676, -0.329059], [0.575250, 0.553797, 0.564712], [0.009100, -0.813373, 0.540861], [-1.838448, 0.513073, -0.236062], [1.771039, 0.767773, 0.034997], [-0.763425, -0.312033, -2.454421], [0.448656, 1.074820, 1.529301], [0.334568, -1.868735, 0.349671]],
  "forces_ev_per_angstrom": [[-0.587, 0.252, -0.679], [-1.252, -1.343, 0.150], [0.229, -2.367, -0.775], [0.832, -0.476, 0.107], [0.896, 0.251, -0.474], [0.515, 0.368, 1.762], [-0.004, -0.199, -0.662], [-0.629, 3.515, 0.570]],
  "nbo_charge": [0.479, 0.274, -0.666, -0.349, -0.319, -0.034, 0.179, 0.435]
}

4.
{
  "formula": "CH3O3P",
  "method": "the ωB97M-V functional and the def2-TZVPD basis",
  "relative_energy_kcal_mol": 35.83,
  "total_energy_ha": -606.8073,
  "gap_ev": [5.178, 7.307],
  "total_charge": 0,
  "s_squared": 2.0286,
  "spin_multiplicity": 3,
  "e_homo_ev": [-5.99, -11.01],
  "elements": ["C", "O", "O", "O", "P", "H", "H", "H"],
  "coordinates": [[1.016853, -0.027256, 0.113438], [-3.294976, -0.834598, -0.082719], [1.399579, 1.175571, -0.424177], [-1.040165, 0.081672, 0.085950], [-1.880013, -1.146550, -0.377108], [1.199174, -0.331016, 1.094259], [1.367382, -0.840833, -0.521291], [1.232165, 1.923011, 0.111647]],
  "forces_ev_per_angstrom": [[1.769, 0.060, -1.915], [-1.965, -1.311, -0.028], [-0.029, -2.004, -0.586], [-0.187, -1.712, -1.239], [1.372, 3.200, 0.986], [0.001, 0.565, 2.022], [-0.509, 0.230, -0.460], [-0.451, 0.972, 1.220]],
  "nbo_charge": [0.072, -0.819, -0.679, -0.904, 1.559, 0.144, 0.143, 0.485]
}